No. 1
This record from the Open Molecules 2025 dataset describes a 4-piece molecular cluster, C26H53BO6P overall. The level of theory is ωB97M-V/def2-TZVPD.

Last column: Mulliken charge in e.
Positions of all 87 atoms, in Å:
C (-0.89208, 4.12429, -0.88537)  -0.988
C (-1.44211, 2.87934, 0.02334)  0.189
O (-2.49285, 2.12584, -0.62750)  -0.265
C (-2.18509, 0.70722, -0.72274)  0.619
P (-1.57780, 0.22623, -2.46699)  0.022
C (0.00537, 1.20052, -2.93628)  -0.817
C (1.30084, 0.65926, -2.14930)  -0.064
C (-2.84016, 0.73230, -3.80562)  -0.572
C (-3.40377, -0.53042, -4.64869)  -1.032
C (-3.69622, 0.05174, -0.73517)  -0.717
O (-3.27887, -1.35276, -0.69593)  -0.749
B (-2.30328, -1.37332, 0.40388)  1.468
C (-1.02253, -2.39689, 0.33160)  0.226
C (0.44842, -1.90409, 0.61318)  -0.089
C (1.68753, -2.85345, 0.57587)  -0.455
C (1.56182, -4.38371, 0.27678)  -0.437
C (0.10864, -4.89087, -0.01655)  -0.416
C (-1.14083, -3.93641, 0.00742)  -0.483
O (-1.68810, 0.00663, 0.42289)  -1.065
H (-1.58501, 4.37483, -1.75552)  0.189
H (0.17403, 3.83451, -1.22939)  0.283
H (-0.74059, 4.99475, -0.14937)  0.294
H (-0.51950, 2.27333, 0.30579)  -0.019
H (-1.93275, 3.38292, 0.94335)  0.194
H (0.16544, 0.97516, -4.06167)  0.349
H (-0.14416, 2.33550, -2.87239)  0.305
H (2.05817, 1.51895, -2.02383)  0.009
H (0.92985, 0.26038, -1.13885)  -0.255
H (1.77352, -0.21003, -2.74532)  0.337
H (-2.30739, 1.44397, -4.54204)  0.397
H (-3.74091, 1.30834, -3.40532)  0.299
H (-4.06241, -0.13861, -5.51770)  0.364
H (-2.58114, -1.15677, -5.13298)  0.288
H (-4.09575, -1.18607, -4.01019)  0.220
H (-4.31579, 0.27865, 0.21421)  0.236
H (-4.40879, 0.36906, -1.56878)  0.173
H (-2.82326, -1.42485, 1.49308)  -0.382
H (0.68448, -0.80539, 0.86668)  0.233
H (2.72769, -2.43474, 0.79125)  0.221
H (2.47903, -5.06136, 0.28676)  0.347
H (0.00620, -6.01968, -0.23135)  0.246
H (-2.14191, -4.41970, -0.22780)  0.267
C (3.09847, 1.53680, 0.86159)  -0.767
C (4.25046, 2.31407, 0.24811)  -0.586
O (4.29646, 3.67615, 0.65205)  -0.434
C (4.44679, 3.91915, 2.04362)  -0.302
C (5.72270, 3.33441, 2.62607)  -1.043
H (2.14393, 2.01296, 0.62124)  0.146
H (3.08507, 0.51249, 0.48190)  0.323
H (3.17334, 1.48840, 1.95068)  0.486
H (4.13415, 2.31634, -0.83894)  0.313
H (5.20853, 1.82533, 0.45422)  0.316
H (3.56659, 3.56067, 2.58674)  0.286
H (4.46686, 5.00442, 2.16887)  0.346
H (5.74858, 2.24645, 2.54406)  0.270
H (5.80895, 3.59116, 3.68576)  0.388
H (6.59798, 3.72502, 2.09958)  0.278
C (-4.98949, 8.41853, 0.73048)  -1.033
C (-4.24249, 7.47026, -0.19294)  -0.337
O (-3.64803, 6.37289, 0.48152)  -0.388
C (-4.52802, 5.50727, 1.18807)  -0.355
C (-5.57198, 4.85041, 0.30139)  -1.091
H (-4.32355, 8.79667, 1.51116)  0.284
H (-5.38613, 9.26604, 0.16608)  0.386
H (-5.82855, 7.92662, 1.22792)  0.260
H (-3.42740, 8.01731, -0.67439)  0.325
H (-4.89194, 7.11308, -0.99881)  0.316
H (-4.99842, 6.04337, 2.01917)  0.323
H (-3.90547, 4.72887, 1.63478)  0.337
H (-6.23712, 5.58346, -0.15972)  0.328
H (-6.18835, 4.16233, 0.88647)  0.402
H (-5.09097, 4.28933, -0.50439)  0.262
C (3.43970, -8.50830, 3.34468)  -1.118
C (2.67622, -8.19275, 2.06916)  -0.288
O (3.50679, -7.75191, 1.00504)  -0.380
C (4.50957, -8.65650, 0.56475)  -0.344
C (3.95336, -9.97508, 0.05387)  -1.059
H (4.01108, -7.63627, 3.67447)  0.303
H (2.74876, -8.79697, 4.14022)  0.392
H (4.14833, -9.32825, 3.20397)  0.267
H (1.97358, -7.38019, 2.27142)  0.345
H (2.07321, -9.04896, 1.74956)  0.292
H (5.24481, -8.82144, 1.35928)  0.305
H (5.04069, -8.15866, -0.24987)  0.331
H (3.42538, -10.52614, 0.83419)  0.264
H (4.76302, -10.61165, -0.31439)  0.387
H (3.24660, -9.80173, -0.76210)  0.294

Output
E, Ha: -1839.90014
E_HOMO, eV: -4.2
Spin multiplicity: 1
Lowest unoccupied orbital energy, eV: 2.51
Frontier orbital gap, eV: 6.75
Total charge: -1

=====

No. 2
This record from the Open Molecules 2025 dataset describes a 12-piece molecular cluster, C26H53Cl22N2O5P overall. The level of theory is ωB97M-V/def2-TZVPD.

Last column: Mulliken charge in e.
Positions of all 109 atoms, in Å:
C (1.45485, 2.29715, -2.18496)  -0.988
C (2.62162, 1.66689, -2.90910)  0.294
O (3.38704, 2.34858, -3.46197)  -0.541
N (2.83519, 0.25972, -2.98729)  0.094
C (4.05428, -0.10672, -2.21077)  -0.433
O (1.77495, -0.47679, -2.36711)  -0.058
C (0.81977, -0.80997, -3.28402)  0.327
O (0.86408, -1.85148, -3.75907)  -0.391
O (-0.08768, 0.12320, -3.61077)  -0.390
P (-1.27092, 0.43259, -2.39883)  0.386
N (-0.85925, -0.64400, -1.15235)  -0.405
O (-2.71580, -0.14728, -2.97882)  -0.334
H (1.09769, 1.73588, -1.32460)  0.349
H (0.64041, 2.48098, -2.88283)  0.367
H (1.81048, 3.26153, -1.83738)  0.479
H (4.88495, -0.34691, -2.86460)  0.290
H (4.28017, 0.66163, -1.46621)  -0.172
H (3.80204, -1.00505, -1.65381)  0.324
H (-1.14558, -0.30527, -0.24605)  0.256
H (-1.14267, -1.60714, -1.31447)  0.221
H (-3.37824, 0.18727, -2.35632)  0.294
Cl (-2.80480, -2.67782, -7.58569)  -0.224
C (-1.71827, -2.72505, -6.16861)  -0.198
C (-0.41094, -3.39726, -6.48771)  -0.180
Cl (-0.63134, -5.14463, -6.78947)  -0.215
H (-2.23950, -3.23233, -5.36014)  0.326
H (-1.54144, -1.69370, -5.86668)  0.071
H (0.27015, -3.29920, -5.64426)  -0.001
H (0.06209, -2.96038, -7.36393)  0.389
Cl (-1.60422, 3.93224, -0.84502)  -0.159
C (-3.27293, 3.80375, -0.23739)  -0.599
C (-3.40640, 2.77622, 0.85676)  -0.177
Cl (-3.19039, 1.09946, 0.27230)  -0.246
H (-3.92430, 3.57878, -1.07946)  0.376
H (-3.54281, 4.78397, 0.15345)  0.360
H (-4.40513, 2.82452, 1.28766)  0.039
H (-2.68169, 2.94570, 1.64985)  0.318
Cl (-6.21931, -0.58290, -4.28806)  -0.152
C (-6.92943, -1.63362, -5.53543)  -0.458
C (-6.75985, -1.06195, -6.91826)  -0.346
Cl (-7.73978, 0.40397, -7.18081)  -0.191
H (-7.97712, -1.79405, -5.29146)  0.346
H (-6.41244, -2.59029, -5.47203)  0.281
H (-7.08310, -1.79283, -7.65810)  0.301
H (-5.71977, -0.81079, -7.11328)  0.232
Cl (-5.83292, 4.54626, 2.48016)  -0.167
C (-5.98715, 4.16949, 4.21604)  -0.379
C (-4.82594, 3.35814, 4.73346)  -0.666
Cl (-4.80501, 1.70077, 4.06694)  -0.084
H (-6.93150, 3.65074, 4.36348)  0.325
H (-6.03213, 5.12208, 4.74184)  0.309
H (-4.90034, 3.26341, 5.81604)  0.371
H (-3.87430, 3.82767, 4.49375)  0.324
Cl (-4.00298, -4.10753, 2.21576)  -0.180
C (-4.44247, -3.32267, 3.75340)  -0.442
C (-5.42375, -2.19458, 3.55627)  -0.487
Cl (-4.69353, -0.81171, 2.70305)  -0.090
H (-3.52761, -2.97570, 4.22821)  0.312
H (-4.88798, -4.08980, 4.38537)  0.315
H (-5.76173, -1.82617, 4.52467)  0.272
H (-6.29402, -2.51680, 2.98926)  0.311
Cl (3.27305, 2.43091, 0.88225)  -0.131
C (4.82372, 3.25950, 1.18168)  0.149
C (5.42676, 3.81095, -0.08451)  -0.450
Cl (5.97242, 2.52003, -1.18581)  -0.173
H (5.49257, 2.55350, 1.66681)  0.287
H (4.61899, 4.07243, 1.88062)  -0.342
H (6.30173, 4.41292, 0.15745)  0.379
H (4.72003, 4.43567, -0.62697)  0.339
Cl (4.09298, 5.65001, 3.61815)  -0.285
C (4.04320, 5.01140, 5.28641)  -0.164
C (5.19562, 4.07739, 5.55988)  -0.471
Cl (5.05481, 2.55966, 4.63421)  -0.128
H (3.08480, 4.51810, 5.43182)  0.379
H (4.08932, 5.86797, 5.95307)  0.055
H (5.21078, 3.80505, 6.61044)  0.213
H (6.14983, 4.53733, 5.31186)  0.343
Cl (3.88337, -0.88689, 4.32419)  -0.166
C (5.54839, -1.14862, 4.89831)  -0.352
C (5.58764, -1.78725, 6.26358)  -0.445
Cl (4.99464, -0.68937, 7.53771)  -0.178
H (6.06097, -0.18904, 4.89313)  0.228
H (6.03434, -1.80124, 4.17399)  0.313
H (6.61469, -2.04343, 6.51979)  0.299
H (4.98806, -2.69379, 6.29640)  0.314
Cl (1.68704, -7.57069, -2.22384)  -0.208
C (1.00189, -5.92855, -2.35035)  -0.330
C (2.06907, -4.86875, -2.42476)  0.148
Cl (2.97456, -4.70551, -0.89592)  -0.206
H (0.34007, -5.77747, -1.50045)  0.340
H (0.40300, -5.90129, -3.26058)  0.191
H (1.61709, -3.89893, -2.62665)  -0.256
H (2.78322, -5.08536, -3.21585)  0.346
Cl (3.02969, 8.10848, 7.51465)  -0.175
C (2.97264, 7.49003, 9.18496)  -0.411
C (4.12247, 6.56312, 9.48579)  -0.523
Cl (4.00012, 5.03040, 8.58135)  -0.163
H (2.01463, 6.99601, 9.32905)  0.304
H (3.01644, 8.35437, 9.84601)  0.313
H (4.12372, 6.30720, 10.54416)  0.379
H (5.07832, 7.02074, 9.24218)  0.294
Cl (-2.28692, -10.45032, -9.03701)  -0.192
C (-2.40880, -8.91884, -8.13322)  -0.435
C (-1.15668, -8.61622, -7.35075)  0.088
Cl (-0.91082, -9.74423, -5.99453)  -0.192
H (-3.27863, -8.97994, -7.48340)  0.329
H (-2.58124, -8.13118, -8.86549)  0.293
H (-1.22281, -7.61946, -6.91814)  -0.237
H (-0.27211, -8.65698, -7.98224)  0.386

Output
E, Ha: -11973.79308
Structure (SMILES): CC(=O)N(C)OC(=O)OP(N)O.ClCCCl.ClCCCl.ClCCCl.ClCCCl.ClCCCl.ClCCCl.ClCCCl.ClCCCl.ClCCCl.ClCCCl.ClCCCl
E_HOMO, eV: -8.9
Spin multiplicity: 1
Lowest unoccupied orbital energy, eV: 0.24
Frontier orbital gap, eV: 9.10
Total charge: 0